1.
{
  "formula": "C4H4N4",
  "method": "ωB97M-V/def2-TZVPD",
  "species": ["H", "N", "C", "N", "C", "C", "C", "N", "N", "H", "H", "H"],
  "coordinates": [[-2.53170, 0.63734, 0.43688], [-2.26083, -0.38352, 0.74925], [-1.35880, -0.40576, -0.18694], [-0.38918, -1.35079, -0.58726], [0.82576, -1.21464, -0.44674], [1.38155, -0.16879, 0.31897], [0.71034, 1.05649, 0.37131], [-0.04832, 1.42245, -0.72922], [-1.12179, 0.79199, -1.02444], [1.45868, -2.09207, -0.88761], [2.27341, -0.31131, 1.01158], [1.06088, 2.01861, 0.97422]],
  "forces_ev_per_angstrom": [[-0.82, -1.97, 1.74], [1.54, 2.34, -3.36], [1.26, -0.05, 1.18], [-5.35, -0.39, -0.51], [3.46, -2.36, -0.43], [0.75, 2.95, 2.72], [3.08, 0.18, 0.22], [-3.55, -0.53, 0.21], [2.18, 0.42, -0.21], [-0.76, 1.82, 0.87], [-1.19, 0.07, -1.23], [-0.61, -2.48, -1.20]],
  "smiles": "[H]/N=c1/ncccnn1",
  "homo_ev": -9.77,
  "e_above_lowest_kj_mol": 386.52,
  "homo_lumo_gap_ha": 0.339,
  "energy_ha": -373.69768
}

***

2.
{
  "formula": "C4H4N4",
  "method": "ωB97M-V/def2-TZVPD",
  "species": ["C", "N", "N", "C", "C", "N", "N", "C", "H", "H", "H", "H"],
  "coordinates": [[0.81779, 0.91115, -1.24442], [1.49787, 1.53143, -0.33833], [1.03984, 1.09324, 0.80521], [0.22619, -0.11165, 0.75197], [-0.75261, -1.02711, 1.20044], [-1.35332, -1.45222, 0.19847], [-1.25635, -0.86369, -0.97781], [-0.02243, -0.02509, -0.67299], [0.79146, 1.12047, -2.30140], [1.30811, 1.57067, 1.74267], [-0.84140, -1.57837, 2.12905], [-2.36807, -1.75785, 0.40695]],
  "forces_ev_per_angstrom": [[-0.71, -0.32, -2.39], [-0.23, 1.18, -0.19], [0.33, -1.55, 6.66], [0.29, 3.34, -3.95], [4.95, 1.97, 5.95], [-7.70, -1.89, -3.90], [5.02, 2.14, -0.08], [-4.63, -4.07, 1.24], [0.67, 0.34, 0.03], [-0.12, -1.32, -2.71], [-0.16, 0.54, 0.11], [2.29, -0.34, -0.78]],
  "smiles": "c1n[nH]c2c[nH]nc12",
  "homo_ev": -8.31,
  "e_above_lowest_kj_mol": 361.27,
  "homo_lumo_gap_ha": 0.334,
  "energy_ha": -373.70730
}

***

3.
{
  "formula": "C4H4N4O",
  "method": "ωB97M-V/def2-TZVPD",
  "species": ["C", "C", "N", "N", "N", "C", "O", "C", "N", "H", "H", "H", "H"],
  "coordinates": [[1.01764, 1.01011, 0.06438], [0.60788, 0.09466, 0.91628], [-0.25512, -0.52510, 1.54582], [-1.41594, -0.86879, 0.96380], [-1.83500, -0.06649, -0.11524], [-0.92586, -0.10362, -1.05576], [-0.03864, -1.10362, -1.32371], [-1.10838, 0.87662, -2.10142], [-1.13664, 1.56530, -3.01762], [1.99637, 0.98166, -0.46950], [0.68388, 2.02875, 0.06752], [-2.02726, -0.94569, 1.75689], [-0.54794, -1.90972, -1.37617]],
  "forces_ev_per_angstrom": [[2.74, 0.49, -0.25], [-1.53, 0.19, 0.16], [3.01, 1.07, 0.43], [-1.23, -1.21, -0.80], [1.71, -0.28, 0.00], [-2.28, -0.10, 0.43], [0.18, 0.80, 0.02], [0.42, -0.36, -0.34], [-0.14, 0.28, 0.00], [-0.97, -0.71, 0.20], [-0.60, 0.33, 0.54], [-1.06, 0.20, -0.56], [-0.25, -0.71, 0.17]],
  "smiles": "C=C=NN/N=C(\\O)C#N",
  "homo_ev": -9.28,
  "e_above_lowest_kj_mol": 487.20,
  "homo_lumo_gap_ha": 0.342,
  "energy_ha": -448.90990
}

***

4.
{
  "formula": "C4H4N5O5",
  "method": "ωB97M-V/def2-TZVPD",
  "species": ["C", "C", "N", "C", "O", "N", "N", "C", "N", "O", "O", "N", "O", "O", "H", "H", "H", "H"],
  "coordinates": [[0.97505, 0.03527, -0.82810], [0.51238, -0.02202, 0.57975], [1.23539, -0.37262, 1.60962], [0.40233, -0.47373, 2.71856], [0.75910, -0.82891, 3.86726], [-0.81417, -0.00031, 2.27555], [-0.77570, 0.28905, 0.90528], [-2.03133, 0.48329, 0.21695], [-2.59323, -0.58495, -0.47197], [-3.64857, -0.43180, -1.07692], [-1.87494, -1.65067, -0.53189], [-2.65557, 1.71230, 0.36525], [-2.11367, 2.52816, 1.17227], [-3.69833, 2.01944, -0.20844], [0.66949, 1.05840, -1.20279], [0.47955, -0.81619, -1.39609], [1.96572, -0.00268, -0.90276], [-1.70628, 0.00039, 2.75850]],
  "forces_ev_per_angstrom": [[-4.88, 0.82, -0.47], [-0.27, 0.05, 0.04], [0.11, -0.43, -0.70], [0.93, 0.25, 1.27], [-1.35, 0.65, -2.08], [-0.65, -0.33, 0.80], [-1.21, -0.31, 0.59], [2.02, -0.56, 0.57], [1.40, -0.87, -0.90], [0.30, -0.68, 0.37], [-1.53, 1.57, 0.21], [-0.11, 1.82, 1.12], [-0.18, -1.07, -0.84], [0.38, -0.52, -0.08], [0.03, -1.26, -0.10], [0.50, 1.25, 0.50], [4.09, -0.46, -0.07], [0.42, 0.08, -0.23]],
  "smiles": "Cc1nc(=O)[nH]n1C([N+](=O)[O-])=[N+]([O-])[O-]",
  "homo_ev": -5.54,
  "total_charge": -1,
  "e_above_lowest_kj_mol": 0.00,
  "homo_lumo_gap_ha": 0.322,
  "energy_ha": -804.68258
}

***

5.
{
  "formula": "C4H4N6O",
  "method": "ωB97M-V/def2-TZVPD",
  "species": ["N", "C", "N", "C", "N", "O", "N", "C", "N", "C", "N", "H", "H", "H", "H"],
  "coordinates": [[1.97594, -0.61813, 2.04612], [1.01221, -0.39770, 0.94031], [-0.14660, -0.99889, 1.03304], [-0.93395, -0.72186, -0.01828], [-2.27708, -0.96536, -0.04673], [-2.63613, -0.20170, -1.08484], [-1.72178, 0.53626, -1.60173], [-0.61371, 0.24377, -0.95134], [0.66241, 0.80184, -1.09561], [1.31676, 0.65343, -0.04828], [2.47868, 1.39077, 0.16890], [1.93798, 0.41239, 2.62920], [1.47467, -1.22214, 2.68449], [2.90932, 1.77065, -0.63952], [3.27820, 0.96135, 0.94215]],
  "forces_ev_per_angstrom": [[-1.61, 4.39, 0.28], [-0.58, -0.26, 3.26], [2.67, -0.49, 0.01], [-3.14, 0.03, 1.43], [2.95, 0.14, -0.37], [-2.99, -0.87, 0.38], [2.25, 1.24, -1.38], [0.59, 0.31, -1.59], [-3.60, 0.87, -1.99], [3.92, -0.91, 2.13], [2.31, -2.33, 3.72], [0.40, -3.55, -2.01], [0.01, -0.40, 0.11], [0.18, 0.43, -0.72], [-3.36, 1.40, -3.27]],
  "smiles": "Nc1nc2nonc2nc1N",
  "homo_ev": -9.82,
  "e_above_lowest_kj_mol": 176.16,
  "homo_lumo_gap_ha": 0.336,
  "energy_ha": -558.48113
}

***

6.
{
  "formula": "C4H4NO",
  "method": "ωB97M-V/def2-TZVPD",
  "species": ["C", "C", "C", "C", "N", "O", "H", "H", "H", "H"],
  "coordinates": [[0.33750, -1.12702, -0.32676], [0.78204, -0.14639, 0.55191], [-0.77273, -0.58860, -1.00267], [-0.11600, 0.89993, 0.32594], [-0.22792, 2.68223, 1.40859], [-1.02335, 0.65258, -0.58161], [0.74705, -2.11132, -0.45860], [1.60316, -0.16218, 1.24296], [-1.41164, -1.00982, -1.76404], [-1.02936, 3.15018, 0.96941]],
  "forces_ev_per_angstrom": [[0.29, 0.32, 0.44], [-0.39, -0.67, -0.73], [0.27, -1.02, -0.30], [-0.08, 4.82, 3.08], [0.89, -3.56, -1.60], [-0.58, 0.25, -0.39], [0.00, -0.15, -0.12], [0.07, 0.05, 0.11], [-0.08, 0.11, -0.01], [-0.39, -0.16, -0.49]],
  "homo_ev": [-16.16, -16.84],
  "total_charge": 1,
  "e_above_lowest_kj_mol": 421.34,
  "homo_lumo_gap_ha": [0.375, 0.314],
  "energy_ha": -284.29559
}